The following is a quantum chemistry calculation of an isolated ion of composition C11H17N2O and charge +1 at a distorted geometry, from the OMol25 dataset.

As for the net charge: +1. Its LUMO energy is -2.89 eV. As for the multiplicity: 1. For the energy relative to the best compared isomer or geometry (same formula, charge and spin), the calculation gives 131.3 kJ/mol.

```
31
C11H17N2O | the OMol25 dataset | the ωB97M-V functional and the def2-TZVPD basis
C 2.90 0.70 2.01
C 3.12 -0.21 0.80
N 1.79 -0.76 0.42
C 1.32 -0.85 -0.79
N 2.00 -0.68 -1.92
C -0.13 -1.18 -1.06
C -1.08 -0.06 -0.82
C -1.08 0.92 -1.85
C -1.89 2.01 -1.70
C -2.68 2.17 -0.47
C -2.64 1.18 0.42
C -1.84 0.06 0.31
C -1.96 -0.85 1.46
O -2.13 -2.18 1.13
H 2.56 0.10 2.87
H 3.85 1.30 2.15
H 2.26 1.52 1.78
H 3.72 -1.11 0.88
H 3.33 0.19 -0.20
H 1.20 -1.21 1.08
H 2.95 -0.74 -1.90
H 1.52 -0.59 -2.80
H -0.49 -1.97 -0.30
H -0.37 -1.54 -2.09
H -0.59 0.67 -2.80
H -1.96 2.80 -2.50
H -3.44 2.92 -0.43
H -3.42 1.19 1.11
H -1.07 -0.81 2.00
H -2.68 -0.53 2.18
H -3.06 -2.47 1.02
```

The following is a quantum chemistry calculation of a 2-piece molecular cluster, C5H12NO2S overall at a distorted geometry, from the OMol25 dataset.

As for the net charge: -1. Its LUMO energy is 3.78 eV. As for the multiplicity: 1. For the energy relative to the best compared isomer or geometry (same formula, charge and spin), the calculation gives 387.3 kJ/mol.

```
21
C5H12NO2S | the OMol25 dataset | the ωB97M-V functional and the def2-TZVPD basis
C -1.24 0.73 -1.03
C 1.32 -1.39 0.92
C 2.32 0.59 -0.75
C 1.97 1.16 0.56
C 2.31 -0.33 0.42
N -3.88 -0.63 -0.68
O -1.85 -1.17 0.74
O -2.94 1.10 1.01
S -2.35 0.09 0.14
H -0.62 -0.12 -1.33
H 1.21 -1.30 2.00
H 0.33 -1.18 0.56
H 1.65 -2.41 0.76
H -1.85 1.18 -1.80
H 1.37 0.75 -1.35
H 3.44 0.69 -0.93
H 0.95 1.59 0.82
H 2.68 1.62 1.23
H 3.26 -0.59 0.84
H -3.58 -0.53 -1.60
H -4.50 0.15 -0.53
```

The following is a quantum chemistry calculation of an isolated ion of composition CH4N2O3P and charge -1 at a distorted geometry, from the OMol25 dataset.

As for the net charge: -1. Its LUMO energy is 4.09 eV. As for the multiplicity: 1. For the energy relative to the best compared isomer or geometry (same formula, charge and spin), the calculation gives 72.2 kJ/mol.

```
11
CH4N2O3P | the OMol25 dataset | the ωB97M-V functional and the def2-TZVPD basis
N 0.24 0.24 -1.77
C 0.82 -0.13 -0.58
O 2.01 -0.50 -0.26
P -0.81 -0.27 0.43
N -0.07 -0.18 1.98
O -1.44 -1.65 0.31
O -1.56 0.96 0.14
H 0.70 0.45 -2.70
H -0.69 0.65 -1.69
H 0.87 -0.30 1.77
H -0.05 0.73 2.37
```

The following is a quantum chemistry calculation of one molecule with the formula C5H10O at a distorted geometry, from the OMol25 dataset.

Its LUMO energy is 1.01 eV. As for the multiplicity: 1. For the energy relative to the best compared isomer or geometry (same formula, charge and spin), the calculation gives 189.3 kJ/mol.

```
16
C5H10O | the OMol25 dataset | the ωB97M-V functional and the def2-TZVPD basis
C -1.10 -1.21 -0.07
C -0.32 0.09 0.05
C -1.07 1.38 0.11
C 1.00 -0.01 0.78
C 1.65 -0.17 -0.60
O 0.61 0.42 -1.33
H -1.92 -1.09 -0.78
H -1.53 -1.57 0.88
H -0.42 -1.99 -0.42
H -0.46 1.90 -0.62
H -1.02 1.92 1.06
H -2.10 1.30 -0.25
H 1.15 -0.88 1.43
H 1.24 0.92 1.30
H 1.65 -1.24 -0.83
H 2.66 0.23 -0.71
```

The following is a quantum chemistry calculation of one molecule with the formula C18H16ClNO5 at a distorted geometry, from the OMol25 dataset.

Its LUMO energy is 0.71 eV. As for the multiplicity: 1. For the energy relative to the best compared isomer or geometry (same formula, charge and spin), the calculation gives 45.9 kJ/mol.

```
41
C18H16ClNO5 | the OMol25 dataset | the ωB97M-V functional and the def2-TZVPD basis
C 1.75 -2.19 -1.72
C 3.24 -1.91 -1.78
O 3.59 -0.81 -0.93
C 3.80 -1.07 0.36
O 3.79 -2.17 0.85
C 4.12 0.20 1.14
C 5.63 0.39 1.18
O 3.57 1.36 0.55
C 2.22 1.43 0.35
C 1.77 2.55 -0.34
C 0.43 2.72 -0.60
C -0.49 1.77 -0.16
O -1.81 2.05 -0.48
C -2.82 1.26 -0.18
N -2.84 0.11 0.40
C -4.18 -0.24 0.44
C -4.82 -1.36 0.94
C -6.20 -1.41 0.81
C -6.90 -0.37 0.20
Cl -8.62 -0.50 0.08
C -6.28 0.76 -0.31
C -4.91 0.80 -0.17
O -4.03 1.75 -0.56
C -0.06 0.65 0.54
C 1.30 0.49 0.80
H 1.19 -1.28 -1.95
H 1.47 -2.53 -0.73
H 1.49 -2.96 -2.44
H 3.81 -2.79 -1.46
H 3.55 -1.60 -2.78
H 3.74 0.07 2.17
H 6.10 -0.49 1.62
H 5.88 1.27 1.76
H 6.00 0.53 0.16
H 2.49 3.27 -0.68
H 0.07 3.58 -1.14
H -4.27 -2.16 1.40
H -6.74 -2.26 1.19
H -6.84 1.55 -0.77
H -0.77 -0.08 0.88
H 1.61 -0.39 1.34
```

The following is a quantum chemistry calculation of C44H51AsCl4GeKN2O9S as an isolated structure at a distorted geometry, from the OMol25 dataset.

The expectation value of S² is 0.770. As for the net charge: -2. Its LUMO energy (spin up / spin down) is 3.67 / 3.08 eV. As for the multiplicity: 2. For the energy relative to the best compared isomer or geometry (same formula, charge and spin), the calculation gives 180.6 kJ/mol.

```
114
C44H51AsCl4GeKN2O9S | the OMol25 dataset | the ωB97M-V functional and the def2-TZVPD basis
K 0.41 -0.26 1.71
C -0.11 -3.38 -2.60
C 0.68 -3.67 -1.31
C 0.82 -5.19 -1.16
C 2.08 -3.04 -1.41
O -0.03 -3.12 -0.25
Ge 0.26 -3.62 1.57
O -0.82 -2.21 2.33
C -2.16 -2.38 2.64
C -2.98 -2.75 1.39
C -2.70 -1.06 3.20
C -2.33 -3.47 3.71
O 1.92 -2.71 1.79
C 2.75 -2.74 2.91
C 4.14 -2.29 2.46
C 2.22 -1.79 4.00
C 2.87 -4.15 3.50
H 0.37 -3.85 -3.46
H -0.14 -2.30 -2.76
H -1.12 -3.76 -2.50
H 1.27 -5.63 -2.05
H -0.16 -5.63 -1.00
H 1.44 -5.42 -0.30
H 2.61 -3.43 -2.28
H 2.63 -3.26 -0.50
H 1.98 -1.96 -1.50
H -2.77 -2.02 0.61
H -4.04 -2.76 1.62
H -2.67 -3.73 1.03
H -2.68 -0.29 2.43
H -2.07 -0.71 4.01
H -3.72 -1.17 3.56
H -1.99 -4.43 3.31
H -3.37 -3.56 4.01
H -1.72 -3.21 4.57
H 4.05 -1.36 1.89
H 4.59 -3.04 1.80
H 4.80 -2.12 3.31
H 2.17 -0.78 3.61
H 2.87 -1.81 4.88
H 1.21 -2.09 4.28
H 3.15 -4.85 2.72
H 1.91 -4.46 3.91
H 3.62 -4.18 4.29
Cl 8.02 0.60 -0.27
C 6.35 0.71 0.16
C 6.01 1.00 1.49
Cl 7.25 1.20 2.66
C 4.68 1.12 1.84
Cl 4.24 1.48 3.47
C 3.60 0.89 0.93
O 2.40 0.96 1.26
C 3.97 0.57 -0.47
O 3.09 0.36 -1.32
C 5.37 0.53 -0.78
Cl 5.80 0.20 -2.42
C 2.02 -0.46 -6.57
C 2.89 -0.11 -5.55
C 2.40 0.12 -4.27
C 1.04 0.02 -3.99
C 0.19 -0.34 -5.02
C 0.67 -0.57 -6.30
As 0.45 0.57 -2.16
C -1.40 0.82 -2.71
C -2.42 -0.12 -2.70
C -3.69 0.22 -3.13
C -3.97 1.52 -3.54
C -2.96 2.47 -3.55
C -1.67 2.13 -3.15
C -0.51 3.01 -3.16
C -0.50 4.34 -3.57
C 0.68 5.06 -3.54
C 1.86 4.46 -3.12
C 1.85 3.14 -2.71
C 0.68 2.41 -2.72
H 2.39 -0.63 -7.57
H 3.95 -0.01 -5.75
H 3.08 0.37 -3.47
H -0.88 -0.45 -4.84
H -0.02 -0.84 -7.09
H -2.22 -1.12 -2.33
H -4.49 -0.52 -3.13
H -4.97 1.79 -3.85
H -3.19 3.48 -3.87
H -1.41 4.82 -3.90
H 0.68 6.10 -3.85
H 2.77 5.04 -3.10
H 2.76 2.68 -2.34
N -5.81 1.81 -0.23
C -4.85 0.82 -0.16
N -5.32 -0.46 -0.32
S -3.28 1.16 0.14
H -6.60 1.63 -0.85
H -5.41 2.72 -0.34
H -6.26 -0.65 -0.01
H -4.64 -1.16 -0.05
O 0.39 2.66 0.00
H 1.17 2.20 0.34
H -0.31 2.37 0.60
O -1.12 3.32 5.71
C -1.90 3.78 4.70
C -2.70 4.90 4.92
C -3.53 5.39 3.93
C -3.55 4.76 2.69
C -2.75 3.66 2.47
C -1.92 3.14 3.46
C -1.09 1.89 3.13
O -0.49 1.32 4.04
O -1.11 1.53 1.93
H -1.24 3.90 6.48
H -2.67 5.40 5.88
H -4.16 6.25 4.12
H -4.19 5.14 1.90
H -2.74 3.17 1.51
```

The following is a quantum chemistry calculation of one molecule with the formula C21H28N2O2S, from the OMol25 dataset.

Its LUMO energy is 0.70 eV. As for the multiplicity: 1. For the energy relative to the best compared isomer or geometry (same formula, charge and spin), the calculation gives 80.4 kJ/mol.

```
54
C21H28N2O2S | the OMol25 dataset | the ωB97M-V functional and the def2-TZVPD basis
C -1.47 -0.79 -2.09
N -0.62 -1.56 -1.21
C -0.45 -2.95 -1.61
C 0.54 -3.20 -2.76
C 0.50 -4.67 -3.16
C 0.85 -5.56 -1.97
C -0.11 -5.30 -0.81
C -0.07 -3.83 -0.41
C 0.56 -0.87 -0.70
C 0.35 -0.56 0.80
N -0.96 0.00 1.05
S -1.22 0.56 2.60
O -2.64 0.64 2.78
O -0.44 -0.18 3.56
C -0.54 2.20 2.42
C 0.74 2.46 2.85
C 1.29 3.71 2.60
C 0.55 4.67 1.93
C -0.74 4.39 1.51
C -1.29 3.14 1.75
C 0.94 0.38 -1.48
C 1.80 0.27 -2.57
C 2.16 1.39 -3.30
C 1.68 2.63 -2.95
C 0.82 2.75 -1.87
C 0.45 1.63 -1.14
H -1.04 -0.61 -3.09
H -2.41 -1.33 -2.22
H -1.69 0.17 -1.63
H -1.44 -3.27 -1.95
H 1.55 -2.95 -2.44
H 0.28 -2.57 -3.61
H 1.20 -4.85 -3.98
H -0.50 -4.93 -3.53
H 0.80 -6.61 -2.27
H 1.87 -5.36 -1.65
H 0.17 -5.92 0.04
H -1.12 -5.57 -1.11
H 0.93 -3.58 -0.06
H -0.77 -3.64 0.40
H 1.42 -1.55 -0.75
H 1.09 0.17 1.14
H 0.50 -1.48 1.39
H -1.69 -0.62 0.73
H 1.29 1.70 3.38
H 2.29 3.94 2.93
H 0.98 5.64 1.73
H -1.32 5.14 0.99
H -2.29 2.89 1.44
H 2.20 -0.70 -2.84
H 2.83 1.28 -4.14
H 1.96 3.51 -3.52
H 0.44 3.72 -1.58
H -0.22 1.74 -0.31
```

The following is a quantum chemistry calculation of C13H29FeN3O2P2 as an isolated structure at a distorted geometry, from the OMol25 dataset.

The expectation value of S² is 8.766. As for the net charge: +1. Its LUMO energy (spin up / spin down) is -2.32 / -3.83 eV. As for the multiplicity: 6.

```
50
C13H29FeN3O2P2 | the OMol25 dataset | the ωB97M-V functional and the def2-TZVPD basis
Fe -0.23 -0.06 0.04
P -1.06 -0.89 -1.98
P -1.51 -0.18 1.94
N 1.23 0.81 -1.27
N 0.98 1.18 1.25
H 2.91 2.12 -1.28
H 3.01 1.78 1.37
H 3.19 0.50 -0.56
C 2.46 1.32 -0.67
H 1.92 2.96 0.61
C 2.13 1.88 0.71
H 1.65 1.48 -3.19
H 1.24 2.05 3.14
C 0.98 0.93 -2.52
C 0.61 1.41 2.50
H 0.28 -0.51 -3.94
C -0.14 0.18 -3.19
H -0.85 0.85 -3.68
H -2.78 0.45 1.90
H -1.72 -1.39 2.67
H -2.40 -0.69 -2.39
H -0.73 -2.18 -2.50
O -1.52 1.24 -0.49
C -1.16 2.59 -0.73
C -1.80 3.13 -1.99
C -1.60 3.41 0.46
H -0.05 2.62 -0.89
H -1.32 2.74 -2.90
H -2.87 2.91 -2.01
H -1.67 4.22 -1.99
H -1.11 3.12 1.39
H -1.39 4.47 0.28
H -2.69 3.27 0.57
C -0.55 0.84 3.02
H -0.81 1.02 4.06
C 2.62 -4.66 1.09
N 2.37 -3.29 0.65
C 3.51 -2.50 0.19
C 1.18 -2.70 0.67
C -0.03 -3.45 1.13
O 1.13 -1.48 0.29
H 3.68 -4.87 0.94
H 2.03 -5.38 0.49
H 2.36 -4.80 2.15
H 3.36 -2.15 -0.85
H 3.67 -1.62 0.83
H 4.38 -3.15 0.23
H -0.29 -3.13 2.15
H -0.87 -3.24 0.46
H 0.16 -4.53 1.15
```

The following is a quantum chemistry calculation of C20H27CoN4O4S3 as an isolated structure at a distorted geometry, from the OMol25 dataset.

The expectation value of S² is 3.790. As for the net charge: -1. Its LUMO energy (spin up / spin down) is 2.10 / 2.09 eV. As for the multiplicity: 4. For the energy relative to the best compared isomer or geometry (same formula, charge and spin), the calculation gives 0.0 kJ/mol.

```
59
C20H27CoN4O4S3 | the OMol25 dataset | the ωB97M-V functional and the def2-TZVPD basis
Co 0.00 0.00 0.00
C -1.23 -3.90 2.11
N 0.08 -3.27 2.19
C 1.18 -4.13 2.57
C 0.23 -2.02 1.60
O -0.70 -1.40 1.09
C 1.61 -1.39 1.61
O 1.52 -0.07 1.09
C 1.33 0.93 2.08
C 0.06 1.74 1.81
O -0.76 1.36 0.97
N -0.14 2.90 2.56
C -1.28 3.73 2.23
C 0.90 3.52 3.37
H -1.42 -4.46 3.03
H -2.03 -3.17 1.96
H -1.22 -4.59 1.26
H 0.91 -4.69 3.47
H 1.38 -4.82 1.75
H 2.09 -3.57 2.79
H 2.06 -1.40 2.61
H 2.24 -1.97 0.93
H 1.26 0.52 3.09
H 2.19 1.60 2.01
H -2.08 3.16 1.77
H -1.67 4.20 3.14
H -0.95 4.51 1.53
H 1.56 2.78 3.81
H 1.48 4.19 2.73
H 0.44 4.09 4.18
S -0.68 1.52 -1.52
C -2.33 2.02 -1.34
C -2.81 3.19 -2.00
N -3.23 4.14 -2.53
C -3.08 1.23 -0.55
S -2.24 -0.13 0.13
C -4.46 1.45 -0.26
N -5.59 1.66 -0.04
C -1.07 -4.53 -4.51
C -0.37 -3.43 -3.77
C 0.44 -3.71 -2.67
C 1.07 -2.68 -1.97
C 0.90 -1.35 -2.37
C 0.07 -1.06 -3.46
C -0.56 -2.10 -4.16
S 1.71 0.00 -1.48
C 3.04 0.28 -2.68
O 2.33 -0.62 -0.26
H -0.66 -5.51 -4.25
H -0.95 -4.40 -5.59
H -2.14 -4.53 -4.26
H 0.59 -4.74 -2.34
H 1.70 -2.92 -1.11
H -0.09 -0.04 -3.77
H -1.20 -1.86 -5.00
H 3.60 -0.65 -2.84
H 3.72 1.04 -2.27
H 2.62 0.64 -3.62
H -0.60 -1.04 -1.04
```

The following is a quantum chemistry calculation of a 3-piece molecular cluster, C13H17Cl2IN2O2 overall at a distorted geometry, from the OMol25 dataset.

Its LUMO energy is -0.75 eV. As for the multiplicity: 1.

```
37
C13H17Cl2IN2O2 | the OMol25 dataset | the ωB97M-V functional and the def2-TZVPD basis
C 1.34 -0.89 1.16
C 2.90 -0.92 0.79
Cl 3.75 -2.55 0.75
C 3.62 0.27 0.51
Cl 5.43 0.06 0.14
C 3.03 1.77 0.53
I 2.34 2.34 2.55
C 4.29 2.75 0.22
N 5.25 3.38 -0.17
C 1.94 2.08 -0.61
C 2.55 1.95 -2.10
N 2.86 1.89 -3.26
H 0.83 -1.69 0.50
H 0.85 0.14 1.09
H 1.23 -1.26 2.25
H 1.65 3.20 -0.49
H 0.96 1.50 -0.52
C -2.16 -3.03 -2.50
C -1.24 -1.87 -2.20
C -1.10 -0.81 -3.26
O -0.64 -1.80 -1.15
H -2.17 -3.71 -1.64
H -3.18 -2.66 -2.66
H -1.81 -3.57 -3.38
H -2.06 -0.35 -3.46
H -0.70 -1.26 -4.18
H -0.40 -0.05 -2.91
C -2.52 -0.70 2.58
C -2.39 0.77 2.25
C -3.64 1.60 2.29
O -1.31 1.25 1.95
H -1.53 -1.17 2.51
H -2.89 -0.81 3.61
H -3.19 -1.18 1.88
H -4.06 1.59 3.30
H -4.37 1.22 1.57
H -3.40 2.63 2.03
```

The following is a quantum chemistry calculation of C2H6CsO as an isolated structure at a distorted geometry, from the OMol25 dataset.

The expectation value of S² is 0.750. Its LUMO energy (spin up / spin down) is 0.12 / 0.15 eV. As for the multiplicity: 2. For the energy relative to the best compared isomer or geometry (same formula, charge and spin), the calculation gives 14.6 kJ/mol.

```
10
C2H6CsO | the OMol25 dataset | the ωB97M-V functional and the def2-TZVPD basis
Cs -1.92 3.29 -0.40
C 0.80 -0.91 0.31
C -0.01 0.02 -0.56
O -0.77 0.73 0.35
H 1.47 -0.39 0.98
H 1.36 -1.64 -0.29
H 0.19 -1.65 0.84
H -0.63 -0.43 -1.34
H 0.61 0.82 -0.97
H -1.08 0.16 1.06
```

The following is a quantum chemistry calculation of one molecule with the formula C2H3NOS2 at a distorted geometry, from the OMol25 dataset.

Its LUMO energy is -0.84 eV. As for the multiplicity: 1. For the energy relative to the best compared isomer or geometry (same formula, charge and spin), the calculation gives 140.8 kJ/mol.

```
9
C2H3NOS2 | the OMol25 dataset | the ωB97M-V functional and the def2-TZVPD basis
O 0.27 -1.76 -0.89
C -0.09 -0.60 -1.33
S -0.28 -0.23 -2.90
C -0.32 0.44 -0.27
N 0.11 0.17 0.91
S -0.33 1.19 2.23
H 0.56 -1.63 0.00
H -0.79 1.35 -0.52
H 0.85 1.07 2.78
```